(1)
Entry from the Open Molecules 2025 dataset: 3 unconnected molecules or ions with the total composition C7H15INO (the ωB97M-V functional and the def2-TZVPD basis).

Last column: natural (NBO) charge in e.
Element x y z (Å)
C (1.8990, -2.2258, 0.0926)  0.460
C (-0.1251, -1.2659, 1.6343)  -0.625
C (-2.0852, -1.0638, 0.1465)  -0.586
C (-1.2434, 1.0333, 1.0704)  -0.612
C (1.6812, 0.1467, -2.3133)  -0.401
C (0.0345, -0.3510, -0.6335)  0.329
C (-0.8209, -0.3170, 0.5960)  -0.149
N (0.7925, 0.4666, -1.1844)  -0.435
O (2.6000, -2.9455, 0.6064)  -0.439
I (0.5183, 4.4393, -0.3616)  -0.138
H (-0.5205, -1.2326, 2.7138)  0.262
H (-0.1834, -2.3236, 1.4367)  0.235
H (0.8605, -0.7875, 1.8007)  0.224
H (-2.7781, -1.1261, 0.9516)  0.237
H (-2.5808, -0.4537, -0.7929)  0.217
H (-1.9018, -2.0808, -0.0804)  0.219
H (-2.2670, 0.8328, 1.5438)  0.250
H (-0.5559, 1.5970, 1.6633)  0.237
H (-1.3975, 1.6037, 0.1204)  0.204
H (2.6468, 0.6610, -2.1948)  0.240
H (1.7350, -0.9237, -2.2025)  0.222
H (1.2643, 0.5373, -3.1457)  0.229
H (0.1939, -1.3586, -0.9984)  0.226
H (1.3271, 5.6295, 0.4371)  0.152
H (0.9065, 1.5084, -0.9061)  0.440

Energy (eV): -19131.898
Net charge: +1

=====

(2)
Entry from the Open Molecules 2025 dataset: a gas-phase ion, C5H10N (charge +1) (the ωB97M-V functional and the def2-TZVPD basis).

Last column: natural (NBO) charge in e.
Element x y z (Å)
C (1.2386, -0.1751, -0.5826)  -0.280
C (0.2443, 0.8693, -0.6259)  -0.056
C (2.1527, -0.2879, 0.3840)  -0.278
C (-0.4306, 1.1206, 0.6703)  -0.207
C (-1.3511, -1.0662, -0.0078)  -0.424
N (-1.1689, 0.3957, -0.4192)  -0.363
H (1.1553, -1.0008, -1.3160)  0.244
H (0.1874, 1.5080, -1.4837)  0.263
H (2.8135, -1.1247, 0.5369)  0.232
H (2.3958, 0.4915, 1.0117)  0.199
H (-0.1522, 0.6983, 1.6406)  0.271
H (-0.8832, 2.0721, 0.7243)  0.240
H (-1.8648, -1.5413, -0.7246)  0.221
H (-0.2785, -1.2916, 0.2486)  0.243
H (-2.0298, -1.2742, 0.8209)  0.238
H (-2.0285, 0.6063, -0.8773)  0.457

Energy (eV): -6827.418
Net charge: +1

=====

Calculated values (eV) of energy relative to the best compared isomer or geometry (same formula, charge and spin) for the records, taken in order: 1.554 2.784.
Calculated values (eV) of orbital gap for the records, taken in order: 9.62 11.16.
Calculated values (eV Å⁻¹) of max |F| for the records, taken in order: 5.34 5.35.